106
Properties=species:S:1:pos:R:3:forces:R:3:lowdin_charge:R:1 method="wB97M-V/def2-TZVPD" smiles="COCCCCc1ccc([PH2]=S)c2nc(N)c(CCCN)nc12.CN(C)P(=O)(N(C)C)N(C)C.CN(C)P(=O)(N(C)C)N(C)C" e_homo_ev=-7.66 molar_mass_g_mol=710.85 largest_force_ev_per_a=8.4 multiplicity=1 homo_lumo_gap_ha=0.23104
C 4.856127 2.497131 -3.130239 0.48 0.68 -0.22 -0.1112
O 4.332539 1.205390 -3.601345 -1.33 1.51 -0.17 -0.2953
C 3.241371 1.366072 -4.578004 -0.78 0.63 -0.92 -0.2136
C 2.340470 0.018491 -4.823772 0.01 -0.39 -0.69 -0.1719
C 3.062326 -1.389704 -4.395009 -0.45 -0.85 -0.55 -0.1867
C 2.405203 -2.087717 -3.031871 0.52 0.74 0.62 -0.1657
C 2.015878 -0.966208 -1.870208 -2.09 1.06 0.91 -0.0667
C 0.420156 -0.549109 -1.704895 4.26 1.59 2.36 -0.0198
C 0.088879 0.595163 -0.562660 4.34 -0.79 -0.34 -0.0596
C 1.324884 1.249767 0.328119 -1.25 -2.05 -3.01 -0.2884
P 0.772795 2.622054 1.595540 0.53 -1.64 0.74 0.3394
S 1.557021 2.343760 3.380861 0.14 0.29 -0.67 0.0791
C 2.923251 0.799031 0.157358 -1.52 0.00 -0.63 -0.1381
N 3.914162 1.506631 1.038492 2.93 -4.90 -4.79 0.0766
C 5.285202 0.984958 0.711476 -1.44 -0.17 0.15 -0.1705
N 6.458320 1.611084 1.492900 -3.41 -1.77 0.21 0.0382
C 5.664185 -0.176645 -0.362086 -3.10 -0.14 -1.08 -0.1037
C 7.236108 -0.606541 -0.543291 -0.76 -0.45 0.88 -0.1734
C 7.525806 -1.686056 -1.743334 0.85 0.21 -0.16 -0.1979
C 7.188078 -1.152569 -3.256245 -0.94 -1.09 -0.54 -0.2980
N 8.186581 -0.166893 -3.825189 -1.19 0.16 -0.60 -0.0569
N 4.629085 -0.854611 -1.213631 -0.02 4.70 4.61 0.1188
C 3.240772 -0.337803 -0.962273 -0.72 0.46 0.44 -0.0984
H 5.130147 2.492603 -1.972178 -0.67 -0.40 -2.51 0.0985
H 4.081357 3.367345 -3.305755 1.50 -1.73 0.32 0.0971
H 5.833007 2.716489 -3.758332 -1.88 -0.19 1.32 0.0984
H 2.475849 2.225195 -4.262742 1.80 -1.69 -0.43 0.1295
H 3.705882 1.698090 -5.625288 -0.86 -0.68 2.17 0.1325
H 2.144919 -0.044466 -5.994200 0.44 0.25 2.46 0.1148
H 1.255646 0.100117 -4.338831 2.55 -0.12 -0.81 0.1098
H 2.840714 -2.168713 -5.270918 0.48 1.64 1.90 0.1140
H 4.240087 -1.326812 -4.329364 -2.56 0.16 0.12 0.0963
H 3.238547 -2.770074 -2.551531 -1.83 1.23 -1.00 0.1083
H 1.455871 -2.735365 -3.345771 2.02 1.60 0.90 0.1087
H -0.407190 -1.050945 -2.393507 2.03 1.21 1.69 0.0913
H -1.014167 0.966823 -0.396337 2.50 -0.80 -0.28 0.0816
H 0.996203 3.960588 1.107188 -0.23 -0.90 -0.23 -0.0272
H -0.678736 2.510014 1.793815 1.08 0.10 -1.01 -0.0199
H 5.990685 1.951165 2.385724 0.75 -0.21 -1.51 0.0949
H 7.121742 0.871912 1.820724 -0.80 0.63 -0.74 0.0690
H 7.881217 0.372099 -0.595428 -1.25 -1.87 -0.17 0.1186
H 7.551074 -1.145069 0.474210 -0.66 1.18 -2.05 0.1227
H 8.699089 -1.904269 -1.722806 -2.49 0.57 -0.04 0.1211
H 7.019074 -2.736369 -1.510005 0.76 2.51 -0.56 0.1212
H 7.219944 -2.112865 -3.963942 0.00 2.01 1.56 0.1264
H 6.121595 -0.688020 -3.393171 1.75 -1.15 0.83 0.0750
H 7.977556 0.787589 -3.451004 0.17 -1.13 -0.33 0.0543
H 7.927024 -0.097135 -4.854771 0.58 -0.03 1.73 0.0781
O -1.968182 -3.025935 -5.321770 -0.16 -2.58 -3.91 -0.3186
P -3.355897 -3.679181 -5.109506 -0.12 3.72 7.30 0.7869
N -4.087298 -2.136582 -5.020515 -0.66 2.01 -1.02 -0.3153
C -5.087118 -1.618889 -4.106910 -0.63 -0.57 -0.04 -0.1249
C -4.185114 -1.438343 -6.305028 0.67 0.18 -0.18 -0.1380
N -2.884613 -4.241859 -3.535370 0.62 -1.38 1.29 -0.3356
C -3.097605 -3.465157 -2.317224 -0.60 -0.17 -0.07 -0.1435
C -1.493174 -4.738992 -3.462345 -0.09 0.13 -0.36 -0.1516
N -4.951179 -4.430136 -4.865493 0.56 -0.71 -2.28 -0.3094
C -5.854623 -4.401634 -6.010504 0.23 0.24 -0.32 -0.1423
C -5.616903 -4.861332 -3.653503 0.43 -1.24 0.49 -0.1247
H -6.099207 -1.976713 -4.341955 -0.15 0.08 0.14 0.0742
H -5.122027 -0.523127 -4.142661 0.20 -0.19 -0.37 0.0887
H -4.871903 -1.833834 -3.067417 0.04 -0.32 0.01 0.0503
H -4.955154 -1.882829 -6.938585 -0.22 0.14 -0.18 0.0608
H -3.236456 -1.477412 -6.849003 -0.05 -0.18 0.12 0.0723
H -4.417889 -0.372924 -6.185647 -0.02 -0.24 0.21 0.0810
H -2.651215 -2.469903 -2.375956 0.07 0.22 0.04 0.0760
H -2.681768 -3.976367 -1.438126 0.20 -0.06 -0.41 0.0893
H -4.153406 -3.374134 -2.073839 -0.09 0.18 -0.12 0.0463
H -0.770810 -3.912759 -3.374251 -0.07 -0.15 -0.10 0.0578
H -1.235093 -5.323761 -4.345046 0.01 0.11 -0.01 0.0703
H -1.355402 -5.390326 -2.595825 -0.30 0.04 0.06 0.0782
H -6.504798 -3.522615 -5.985403 -0.14 0.05 0.01 0.0740
H -6.490161 -5.289420 -6.056673 0.10 -0.02 0.09 0.0801
H -5.285281 -4.379268 -6.945719 -0.13 0.08 0.09 0.0758
H -6.011448 -4.019582 -3.079993 0.14 0.16 -0.04 0.0730
H -4.969592 -5.467228 -3.013627 0.08 0.35 -0.07 0.0856
H -6.472018 -5.513576 -3.870512 0.12 0.13 -0.34 0.0821
O -3.490451 3.842452 5.383815 -4.07 -2.39 -0.60 -0.3114
P -3.382175 2.908545 6.614115 7.59 3.33 1.21 0.7854
N -3.305615 4.261807 7.655893 -1.06 1.90 1.05 -0.3148
C -2.446515 4.528332 8.793095 -0.09 -0.68 0.46 -0.1262
C -4.577772 4.969461 7.822998 -0.09 0.30 -0.63 -0.1407
N -1.794113 2.400649 6.127577 1.05 -1.27 -0.75 -0.3324
C -0.574989 3.072817 6.568528 -0.01 -0.24 0.55 -0.1449
C -1.643322 2.200623 4.669556 -0.39 -0.04 0.07 -0.2030
N -3.257703 1.834950 8.028435 -2.32 -0.56 -0.77 -0.3108
C -4.457278 1.715860 8.849963 -0.26 0.30 -0.20 -0.1460
C -2.100799 1.232578 8.658320 0.48 -1.11 -0.65 -0.1264
H -2.753844 3.976919 9.692597 0.12 0.03 0.18 0.0727
H -2.459842 5.593597 9.054294 -0.36 -0.13 -0.26 0.0875
H -1.400460 4.326150 8.598279 -0.01 -0.30 -0.11 0.0506
H -5.269139 4.397586 8.445004 -0.21 0.09 0.25 0.0592
H -5.060633 5.147198 6.857266 0.12 -0.19 0.02 0.0713
H -4.449671 5.958555 8.279988 0.20 -0.24 -0.02 0.0797
H -0.582683 4.140445 6.337547 0.05 0.19 -0.04 0.0923
H 0.317242 2.628262 6.106611 -0.44 0.02 -0.26 0.0554
H -0.397719 2.934259 7.632302 -0.14 0.15 0.15 0.0442
H -1.490651 3.155064 4.142332 -0.07 -0.15 0.05 0.0616
H -2.520582 1.713607 4.244170 -0.10 0.09 0.05 0.0668
H -0.784586 1.561858 4.449037 -0.05 0.07 0.33 0.0166
H -4.454147 2.439490 9.669953 -0.01 0.03 0.15 0.0725
H -4.563944 0.717770 9.281984 0.09 -0.01 -0.09 0.0782
H -5.353387 1.888798 8.244685 0.08 0.06 0.15 0.0744
H -1.534989 1.953434 9.252753 -0.02 0.18 -0.11 0.0721
H -1.434544 0.751901 7.936783 -0.05 0.38 -0.01 0.0861
H -2.386685 0.425251 9.344054 -0.34 0.15 -0.10 0.0802